A 3-piece molecular cluster, C6H10 overall. Source: the OMol25 dataset; level of theory: wB97M-V/def2-TZVPD.

```
16
Properties=species:S:1:pos:R:3:lowdin_charge:R:1
C 2.037 -0.374 -0.039 -0.06
C 0.581 -0.002 -0.003 -0.39
C -0.527 -1.028 0.127 -0.21
C -1.697 -0.097 -0.098 -0.19
C -1.332 1.128 0.491 -0.13
C 0.056 1.186 0.546 -0.10
H 2.342 -0.871 0.891 0.08
H 2.665 0.512 -0.167 0.08
H 2.246 -1.062 -0.864 0.08
H -0.044 0.212 -1.439 0.14
H -0.455 -1.861 -0.577 0.12
H -0.547 -1.414 1.157 0.13
H -2.722 -0.442 -0.199 0.10
H -0.997 0.160 -1.467 0.13
H -2.005 1.958 0.679 0.10
H 0.644 2.066 0.788 0.11
```

**Net charge**: 0
**Lowest unoccupied orbital energy**: 1.195 eV
**HOMO-LUMO gap**: 0.373 Ha
**Relative energy (zero: lowest compared OMol25 entry of this formula, charge and spin)**: 64.6 kcal per mole

=====

C46H71BaFIN3O7P as an isolated structure. Source: the OMol25 dataset; level of theory: wB97M-V/def2-TZVPD.

```
131
Properties=species:S:1:pos:R:3:lowdin_charge:R:1
Ba 2.410 -1.071 1.700 1.76
F -5.726 -0.812 -0.762 0.06
C -4.994 -1.772 -0.142 -0.18
C -3.743 -1.439 0.304 0.10
C -2.924 -2.399 0.891 -0.04
C -1.593 -2.006 1.347 -0.31
O -1.255 -0.823 1.448 0.01
C -0.753 -3.123 1.687 -0.02
C -1.249 -4.374 1.753 0.06
N -2.539 -4.701 1.462 0.01
C -2.958 -6.067 1.609 -0.26
C -3.304 -6.882 0.394 -0.10
C -2.049 -7.170 1.154 -0.08
C -3.380 -3.729 0.985 -0.11
C -4.698 -4.019 0.606 0.06
C -5.525 -3.059 0.040 -0.14
N -6.856 -3.379 -0.249 -0.11
C -7.213 -4.651 -0.822 -0.12
C -8.361 -5.239 0.028 -0.07
N -9.023 -4.097 0.717 0.05
C -9.235 -2.976 -0.234 -0.08
C -7.851 -2.369 -0.545 -0.12
C 0.744 -2.908 1.752 -0.78
O 1.329 -2.942 2.834 -0.12
O 1.256 -2.681 0.647 -0.25
H -3.360 -0.437 0.187 0.15
H -0.613 -5.186 2.067 0.15
H -3.540 -6.241 2.511 0.16
H -3.200 -6.413 -0.571 0.11
H -4.122 -7.583 0.466 0.10
H -1.112 -6.902 0.692 0.11
H -1.992 -8.066 1.750 0.11
H -5.067 -5.021 0.747 0.10
H -6.359 -5.324 -0.826 0.13
H -7.539 -4.525 -1.862 0.14
H -7.988 -5.928 0.787 0.14
H -9.092 -5.757 -0.594 0.14
H -8.367 -3.749 1.431 0.19
H -9.896 -4.385 1.168 0.19
H -9.890 -2.224 0.206 0.14
H -9.712 -3.372 -1.132 0.14
H -7.677 -1.500 0.088 0.13
H -7.821 -2.039 -1.592 0.14
C 3.074 -2.772 -2.270 -0.05
C 3.190 -1.712 -3.368 -0.36
C 2.208 -2.019 -4.498 -0.07
C 3.034 -0.330 -2.775 -0.17
C 4.094 0.233 -2.083 0.00
C 4.081 1.539 -1.589 -0.10
C 5.435 2.026 -1.089 -0.35
C 5.551 3.461 -0.579 -0.06
C 6.465 1.883 -2.223 -0.06
C 2.891 2.275 -1.701 -0.09
C 1.814 1.730 -2.425 -0.17
C 1.899 0.446 -2.949 0.00
C 0.602 2.561 -2.807 -0.36
C -0.718 1.782 -2.755 -0.07
C 0.806 3.115 -4.224 -0.04
C 2.770 3.691 -1.256 -0.22
C 3.141 4.636 -2.212 -0.06
C 3.066 5.992 -1.966 -0.06
C 2.618 6.423 -0.731 -0.06
C 2.255 5.499 0.228 -0.11
C 2.320 4.125 0.002 -0.30
P 1.778 2.928 1.327 1.23
C 0.005 3.617 1.690 -0.66
C -0.677 3.766 0.329 -0.10
C -0.174 4.923 2.466 -0.08
C -0.733 2.499 2.436 -0.11
C 2.913 3.342 2.830 -0.67
C 2.231 2.912 4.128 -0.09
C 3.427 4.772 2.984 -0.09
C 4.115 2.408 2.650 -0.11
H 3.191 -3.767 -2.693 0.08
H 2.099 -2.717 -1.793 0.06
H 3.837 -2.619 -1.512 0.05
H 4.200 -1.766 -3.790 0.14
H 1.189 -2.129 -4.128 0.07
H 2.486 -2.957 -4.974 0.08
H 2.231 -1.236 -5.254 0.08
H 4.997 -0.348 -1.970 0.10
H 5.738 1.350 -0.279 0.08
H 5.495 4.177 -1.396 0.08
H 6.517 3.585 -0.093 0.09
H 4.782 3.713 0.139 0.04
H 6.151 2.448 -3.099 0.09
H 6.616 0.850 -2.514 0.07
H 7.419 2.275 -1.883 0.08
H 1.071 0.074 -3.530 0.10
H 0.532 3.412 -2.129 0.11
H -0.833 1.147 -3.630 0.08
H -1.552 2.480 -2.756 0.08
H -0.801 1.159 -1.866 0.06
H 1.030 2.307 -4.916 0.08
H 1.633 3.819 -4.240 0.06
H -0.084 3.635 -4.575 0.08
H 3.526 4.285 -3.158 0.12
H 3.362 6.701 -2.725 0.11
H 2.548 7.476 -0.508 0.11
H 1.909 5.858 1.180 0.07
H -0.225 4.559 -0.265 0.08
H -1.733 4.003 0.464 0.09
H -0.609 2.832 -0.224 0.06
H 0.077 5.791 1.863 0.07
H 0.406 4.946 3.382 0.06
H -1.224 5.023 2.742 0.08
H -0.782 1.601 1.827 0.05
H -1.757 2.810 2.646 0.09
H -0.259 2.256 3.380 0.06
H 1.423 3.575 4.416 0.06
H 2.967 2.919 4.929 0.09
H 1.850 1.898 4.043 0.06
H 2.623 5.472 3.193 0.07
H 3.976 5.103 2.106 0.07
H 4.113 4.801 3.831 0.09
H 3.790 1.370 2.746 0.02
H 4.859 2.597 3.422 0.10
H 4.593 2.525 1.684 0.05
O 3.508 -1.551 4.372 -0.16
H 3.144 -2.442 4.398 0.03
H 4.465 -1.656 4.314 0.01
O 1.108 0.082 0.172 -0.35
H 1.169 0.746 -0.528 0.02
H 0.169 -0.112 0.308 0.02
O -0.632 -1.909 -1.207 -0.04
H -0.242 -1.475 -1.969 0.03
H 0.129 -2.231 -0.686 0.00
I 5.423 -1.399 1.299 -0.14
O 0.818 -0.266 3.290 -0.25
H 0.914 -1.141 3.677 0.01
H 0.007 -0.352 2.772 0.01
```

**Net charge**: +1
**Lowest unoccupied orbital energy**: -3.417 eV
**HOMO-LUMO gap**: 0.198 Ha
**Relative energy (zero: lowest compared OMol25 entry of this formula, charge and spin)**: 46.8 kcal per mole

=====

A 2-piece molecular cluster, C4H10N2O2 overall. Source: the OMol25 dataset; level of theory: wB97M-V/def2-TZVPD.

```
18
Properties=species:S:1:pos:R:3:lowdin_charge:R:1
C -1.115 -1.136 -1.503 -0.32
O -2.234 -0.870 -2.009 -0.05
C -0.860 -0.096 -0.150 -0.34
C 0.423 -0.060 0.326 0.05
C 0.809 -0.704 1.586 -0.51
N 2.166 -0.970 1.770 0.14
O 0.017 -1.166 2.372 0.09
N -1.368 1.197 -0.658 0.07
H -1.003 -2.110 -1.004 0.12
H -0.261 -0.921 -2.162 0.12
H -2.166 0.908 -1.244 0.07
H -1.515 -0.494 0.628 0.14
H 1.211 0.059 -0.398 0.11
H 1.139 3.316 -0.543 0.02
H 2.791 -0.608 1.058 0.09
H 2.477 -0.655 2.681 0.11
H -1.784 1.633 0.153 0.08
H 1.273 2.677 -0.902 0.00
```

**Net charge**: 0
**Lowest unoccupied orbital energy**: -2.553 eV
**HOMO-LUMO gap**: 0.257 Ha
**Relative energy (zero: lowest compared OMol25 entry of this formula, charge and spin)**: 147.3 kcal per mole

=====

One molecule with the formula C3H8BBrO2. Source: the OMol25 dataset; level of theory: wB97M-V/def2-TZVPD.

```
15
Properties=species:S:1:pos:R:3:lowdin_charge:R:1
C 0.808 -1.256 -1.322 -0.12
C -0.221 -1.268 -0.111 -0.30
C 0.112 -0.287 1.048 -0.55
Br 2.028 -0.037 1.477 0.65
B -0.507 1.408 0.628 -0.68
O -0.630 1.706 -0.686 0.21
O -0.785 2.180 1.640 0.22
H 0.670 -2.133 -2.068 0.10
H 0.790 -0.233 -1.813 0.08
H 1.762 -1.336 -0.858 -0.01
H -0.316 -2.312 0.200 0.10
H -1.132 -0.869 -0.491 0.08
H -0.324 -0.805 1.887 0.05
H -1.382 2.138 -0.901 0.05
H -0.874 3.103 1.371 0.13
```

**Net charge**: 0
**Lowest unoccupied orbital energy**: 0.103 eV
**HOMO-LUMO gap**: 0.348 Ha
**Relative energy (zero: lowest compared OMol25 entry of this formula, charge and spin)**: 16.4 kcal per mole